Computed, not measured: a cluster of 11 separate species, C60H152N10O21 in total, with ωB97M-V with the def2-TZVPD basis set.

The LUMO energy is 0.3250 eV. For the largest force on an atom, the calculation gives 2.747 eV/A. As for the total charge: 0. The value obtained for the gap between HOMO and LUMO is 8.1 eV.

Bonds (Å) are listed after each position.
Positions of all 243 atoms, in Å:
1 C 3.868 8.490 6.976  O2 1.398, H10 1.100, H11 1.089, H12 1.099
2 O 3.244 7.303 6.580  C1 1.398, C3 1.434
3 C 4.054 6.185 6.193  O2 1.434, C4 1.565, H13 1.097, H14 1.094
4 C 3.419 5.238 5.121  C3 1.565, N5 1.488, H15 1.104, H16 1.099
5 N 3.219 5.923 3.815  C4 1.488, C6 1.450, H17 1.017
6 C 2.761 4.936 2.856  N5 1.450, C7 1.491, H18 1.107, H19 1.096
7 C 2.479 5.539 1.522  C6 1.491, O8 1.416, H20 1.107, H21 1.098
8 O 1.126 5.956 1.484  C7 1.416, C9 1.410
9 C 0.745 6.639 0.312  O8 1.410, H22 1.089, H23 1.091, H24 1.099
10 H 4.551 8.304 7.818  C1 1.100
11 H 3.086 9.142 7.361  C1 1.089
12 H 4.432 9.038 6.208  C1 1.099
13 H 4.206 5.600 7.109  C3 1.097
14 H 5.037 6.505 5.836  C3 1.094
15 H 2.467 4.843 5.517  C4 1.104
16 H 4.014 4.317 5.042  C4 1.099
17 H 2.599 6.721 3.929  N5 1.017
18 H 1.822 4.400 3.093  C6 1.107
19 H 3.523 4.154 2.764  C6 1.096
20 H 2.779 4.784 0.770  C7 1.107
21 H 3.150 6.384 1.319  C7 1.098
22 H -0.259 7.034 0.458  C9 1.089
23 H 0.770 5.915 -0.504  C9 1.091
24 H 1.342 7.541 0.117  C9 1.099
25 C -6.355 -2.355 -9.327  O26 1.443, H34 1.089, H35 1.094, H36 1.100
26 O -5.298 -2.178 -8.361  C25 1.443, C27 1.427
27 C -5.343 -2.998 -7.194  O26 1.427, C28 1.552, H37 1.101, H38 1.096
28 C -4.786 -2.256 -5.949  C27 1.552, N29 1.433, H39 1.094, H40 1.092
29 N -3.401 -1.886 -5.952  C28 1.433, C30 1.464, H41 1.022
30 C -3.187 -0.876 -6.989  N29 1.464, C31 1.545, H42 1.096, H43 1.092
31 C -1.981 -0.043 -6.501  C30 1.545, O32 1.424, H44 1.094, H45 1.097
32 O -0.757 -0.629 -6.933  C31 1.424, C33 1.408
33 C -0.257 -0.262 -8.197  O32 1.408, H46 1.095, H47 1.091, H48 1.098
34 H -6.197 -1.626 -10.121  C25 1.089
35 H -7.328 -2.148 -8.873  C25 1.094
36 H -6.372 -3.327 -9.843  C25 1.100
37 H -4.777 -3.926 -7.372  C27 1.101
38 H -6.388 -3.289 -7.037  C27 1.096
39 H -5.000 -2.805 -5.028  C28 1.094
40 H -5.362 -1.333 -5.852  C28 1.092
41 H -2.855 -2.688 -6.272  N29 1.022
42 H -3.998 -0.143 -7.070  C30 1.096
43 H -3.051 -1.318 -7.978  C30 1.092
44 H -1.982 0.105 -5.417  C31 1.094
45 H -2.099 0.931 -6.989  C31 1.097
46 H 0.623 -0.880 -8.403  C33 1.095
47 H 0.019 0.792 -8.251  C33 1.091
48 H -0.959 -0.504 -9.005  C33 1.098
49 C 3.204 -1.045 2.666  O50 1.462, H58 1.101, H59 1.087, H60 1.098
50 O 3.126 -1.108 4.125  C49 1.462, C51 1.420
51 C 3.563 -2.317 4.728  O50 1.420, C52 1.547, H61 1.096, H62 1.099
52 C 3.410 -2.178 6.261  C51 1.547, N53 1.473, H63 1.096, H64 1.095
53 N 3.966 -0.971 6.896  C52 1.473, C54 1.460, H65 1.017
54 C 5.425 -1.001 6.946  N53 1.460, C55 1.595, H66 1.100, H67 1.098
55 C 6.017 0.469 7.126  C54 1.595, O56 1.417, H68 1.104, H69 1.091
56 O 5.554 1.415 6.177  C55 1.417, C57 1.445
57 C 5.723 1.045 4.791  O56 1.445, H70 1.088, H71 1.095, H72 1.100
58 H 4.218 -1.184 2.262  C49 1.101
59 H 2.840 -0.067 2.362  C49 1.087
60 H 2.598 -1.827 2.190  C49 1.098
61 H 4.622 -2.509 4.518  C51 1.096
62 H 2.927 -3.170 4.456  C51 1.099
63 H 3.927 -2.994 6.780  C52 1.096
64 H 2.356 -2.226 6.556  C52 1.095
65 H 3.662 -0.178 6.336  N53 1.017
66 H 5.928 -1.399 6.052  C54 1.100
67 H 5.779 -1.627 7.775  C54 1.098
68 H 7.114 0.427 7.014  C55 1.104
69 H 5.856 0.901 8.115  C55 1.091
70 H 5.318 1.829 4.155  C57 1.088
71 H 5.261 0.082 4.549  C57 1.095
72 H 6.791 0.876 4.585  C57 1.100
73 C -0.181 -7.104 1.694  O74 1.428, H82 1.098, H83 1.086, H84 1.099
74 O 0.509 -6.166 0.868  C73 1.428, C75 1.423
75 C 1.858 -6.522 0.591  O74 1.423, C76 1.565, H85 1.099, H86 1.100
76 C 2.559 -5.336 -0.152  C75 1.565, N77 1.495, H87 1.094, H88 1.100
77 N 4.037 -5.297 0.074  C76 1.495, C78 1.483, H89 1.012
78 C 4.805 -6.516 -0.273  N77 1.483, C79 1.561, H90 1.095, H91 1.094
79 C 4.492 -7.180 -1.651  C78 1.561, O80 1.394, H92 1.104, H93 1.104
80 O 5.405 -6.828 -2.645  C79 1.394, C81 1.419
81 C 5.310 -7.682 -3.774  O80 1.419, H94 1.099, H95 1.089, H96 1.096
82 H -0.440 -7.996 1.109  C73 1.098
83 H -1.109 -6.639 2.013  C73 1.086
84 H 0.374 -7.479 2.565  C73 1.099
85 H 1.845 -7.457 0.015  C75 1.099
86 H 2.416 -6.714 1.520  C75 1.100
87 H 2.196 -4.373 0.218  C76 1.094
88 H 2.295 -5.282 -1.219  C76 1.100
89 H 4.461 -4.509 -0.397  N77 1.012
90 H 4.615 -7.252 0.514  C78 1.095
91 H 5.881 -6.321 -0.236  C78 1.094
92 H 3.477 -6.974 -2.035  C79 1.104
93 H 4.548 -8.274 -1.517  C79 1.104
94 H 5.297 -8.734 -3.457  C81 1.099
95 H 6.134 -7.547 -4.473  C81 1.089
96 H 4.364 -7.452 -4.279  C81 1.096
97 C -0.420 -4.938 4.427  O98 1.412, H106 1.099, H107 1.098, H108 1.087
98 O -0.602 -4.140 5.577  C97 1.412, C99 1.382
99 C -1.221 -2.957 5.217  O98 1.382, C100 1.539, H109 1.105, H110 1.105
100 C -1.370 -2.079 6.471  C99 1.539, N101 1.460, H111 1.095, H112 1.103
101 N -2.413 -2.563 7.371  C100 1.460, C102 1.448, H113 1.013
102 C -2.793 -1.701 8.472  N101 1.448, C103 1.476, H114 1.095, H115 1.102
103 C -3.545 -2.401 9.531  C102 1.476, O104 1.425, H116 1.105, H117 1.098
104 O -2.749 -3.382 10.190  C103 1.425, C105 1.425
105 C -3.411 -3.952 11.316  O104 1.425, H118 1.088, H119 1.093, H120 1.097
106 H 0.259 -4.488 3.689  C97 1.099
107 H -1.396 -5.167 3.980  C97 1.098
108 H 0.063 -5.860 4.742  C97 1.087
109 H -2.166 -3.154 4.680  C99 1.105
110 H -0.639 -2.414 4.451  C99 1.105
111 H -1.706 -1.100 6.115  C100 1.095
112 H -0.377 -1.964 6.936  C100 1.103
113 H -2.182 -3.477 7.741  N101 1.013
114 H -3.413 -0.918 8.023  C102 1.095
115 H -1.924 -1.248 8.976  C102 1.102
116 H -4.437 -2.787 9.005  C103 1.105
117 H -3.956 -1.662 10.232  C103 1.098
118 H -2.888 -4.865 11.594  C105 1.088
119 H -4.464 -4.167 11.112  C105 1.093
120 H -3.353 -3.294 12.191  C105 1.097
121 C -3.602 4.183 2.555  O122 1.406, H130 1.096, H131 1.096, H132 1.092
122 O -3.047 4.124 1.265  C121 1.406, C123 1.426
123 C -1.681 3.737 1.138  O122 1.426, C124 1.504, H133 1.105, H134 1.097
124 C -1.218 3.769 -0.292  C123 1.504, N125 1.456, H135 1.092, H136 1.105
125 N -1.753 2.722 -1.151  C124 1.456, C126 1.445, H137 1.011
126 C -1.462 3.049 -2.528  N125 1.445, C127 1.536, H138 1.094, H139 1.110
127 C -2.295 2.096 -3.399  C126 1.536, O128 1.412, H140 1.103, H141 1.099
128 O -3.661 2.101 -3.040  C127 1.412, C129 1.419
129 C -4.361 0.984 -3.565  O128 1.419, H142 1.100, H143 1.089, H144 1.095
130 H -3.341 5.068 3.147  C121 1.096
131 H -3.375 3.280 3.133  C121 1.096
132 H -4.692 4.167 2.480  C121 1.092
133 H -1.430 2.779 1.627  C123 1.105
134 H -1.073 4.444 1.716  C123 1.097
135 H -0.129 3.780 -0.375  C124 1.092
136 H -1.625 4.711 -0.701  C124 1.105
137 H -2.741 2.555 -1.017  N125 1.011
138 H -0.411 3.077 -2.830  C126 1.094
139 H -1.860 4.060 -2.752  C126 1.110
140 H -1.883 1.085 -3.245  C127 1.103
141 H -2.180 2.317 -4.470  C127 1.099
142 H -4.556 1.042 -4.646  C129 1.100
143 H -5.360 1.045 -3.134  C129 1.089
144 H -3.953 -0.012 -3.368  C129 1.095
145 C 7.577 9.496 -3.742  O146 1.425, H154 1.087, H155 1.098, H156 1.096
146 O 7.537 9.549 -2.319  C145 1.425, C147 1.432
147 C 8.324 8.523 -1.705  O146 1.432, C148 1.556, H157 1.089, H158 1.101
148 C 7.970 7.033 -1.982  C147 1.556, N149 1.437, H159 1.097, H160 1.107
149 N 6.602 6.705 -1.691  C148 1.437, C150 1.436, H161 1.010
150 C 6.454 5.284 -1.838  N149 1.436, C151 1.546, H162 1.099, H163 1.109
151 C 5.019 4.772 -1.582  C150 1.546, O152 1.428, H164 1.101, H165 1.105
152 O 4.214 4.965 -2.746  C151 1.428, C153 1.452
153 C 2.933 4.287 -2.654  O152 1.452, H166 1.085, H167 1.099, H168 1.099
154 H 7.158 10.403 -4.170  C145 1.087
155 H 6.986 8.656 -4.130  C145 1.098
156 H 8.609 9.373 -4.091  C145 1.096
157 H 8.206 8.766 -0.649  C147 1.089
158 H 9.362 8.731 -2.004  C147 1.101
159 H 8.614 6.287 -1.502  C148 1.097
160 H 8.171 6.886 -3.061  C148 1.107
161 H 5.910 7.238 -2.198  N149 1.010
162 H 7.096 4.670 -1.191  C150 1.099
163 H 6.798 4.991 -2.851  C150 1.109
164 H 4.581 5.217 -0.675  C151 1.101
165 H 5.026 3.704 -1.302  C151 1.105
166 H 2.415 4.575 -3.563  C153 1.085
167 H 2.310 4.691 -1.844  C153 1.099
168 H 2.951 3.199 -2.500  C153 1.099
169 C -5.994 -7.808 -0.560  O170 1.405, H178 1.099, H179 1.088, H180 1.099
170 O -5.544 -6.532 -0.184  C169 1.405, C171 1.441
171 C -5.149 -6.442 1.198  O170 1.441, C172 1.585, H181 1.101, H182 1.100
172 C -4.449 -5.041 1.444  C171 1.585, N173 1.455, H183 1.102, H184 1.095
173 N -5.421 -3.966 1.573  C172 1.455, C174 1.511, H185 1.012
174 C -6.260 -3.660 0.355  N173 1.511, C175 1.506, H186 1.089, H187 1.100
175 C -6.850 -2.286 0.544  C174 1.506, O176 1.440, H188 1.101, H189 1.093
176 O -8.080 -2.098 1.268  C175 1.440, C177 1.394
177 C -9.144 -2.671 0.573  O176 1.394, H190 1.087, H191 1.094, H192 1.101
178 H -5.412 -8.630 -0.121  C169 1.099
179 H -5.941 -7.884 -1.644  C169 1.088
180 H -7.024 -7.969 -0.214  C169 1.099
181 H -4.528 -7.310 1.469  C171 1.101
182 H -6.088 -6.566 1.756  C171 1.100
183 H -3.883 -4.865 0.515  C172 1.102
184 H -3.733 -5.093 2.270  C172 1.095
185 H -5.071 -3.135 2.034  N173 1.012
186 H -7.010 -4.421 0.144  C174 1.089
187 H -5.630 -3.594 -0.545  C174 1.100
188 H -6.862 -1.773 -0.429  C175 1.101
189 H -6.146 -1.669 1.110  C175 1.093
190 H -10.091 -2.359 1.006  C177 1.087
191 H -9.053 -3.759 0.625  C177 1.094
192 H -9.137 -2.401 -0.495  C177 1.101
193 C -4.808 2.973 -6.864  O194 1.371, H202 1.102, H203 1.100, H204 1.091
194 O -3.509 3.335 -6.618  C193 1.371, C195 1.450
195 C -2.735 3.564 -7.823  O194 1.450, C196 1.552, H205 1.099, H206 1.103
196 C -1.284 3.965 -7.448  C195 1.552, N197 1.453, H207 1.104, H208 1.096
197 N -0.462 2.842 -7.034  C196 1.453, C198 1.518, H209 1.011
198 C 0.868 3.283 -6.449  N197 1.518, C199 1.530, H210 1.105, H211 1.094
199 C 1.533 2.231 -5.558  C198 1.530, O200 1.407, H212 1.100, H213 1.096
200 O 0.628 1.726 -4.607  C199 1.407, C201 1.403
201 C 0.930 0.475 -4.050  O200 1.403, H214 1.101, H215 1.094, H216 1.093
202 H -4.916 2.074 -7.492  C193 1.102
203 H -5.396 3.786 -7.315  C193 1.100
204 H -5.186 2.768 -5.861  C193 1.091
205 H -3.193 4.442 -8.302  C195 1.099
206 H -2.789 2.789 -8.605  C195 1.103
207 H -1.305 4.677 -6.605  C196 1.104
208 H -0.811 4.459 -8.305  C196 1.096
209 H -0.926 2.265 -6.345  N197 1.011
210 H 0.687 4.161 -5.803  C198 1.105
211 H 1.530 3.646 -7.241  C198 1.094
212 H 2.438 2.628 -5.074  C199 1.100
213 H 1.906 1.407 -6.177  C199 1.096
214 H 0.585 -0.330 -4.717  C201 1.101
215 H 0.282 0.338 -3.180  C201 1.094
216 H 1.982 0.407 -3.759  C201 1.093
217 C -2.012 -2.778 -2.445  O218 1.459, H226 1.094, H227 1.099, H228 1.095
218 O -2.252 -2.880 -1.009  C217 1.459, C219 1.448
219 C -1.090 -3.376 -0.302  O218 1.448, C220 1.573, H229 1.101, H230 1.097
220 C -1.262 -3.239 1.255  C219 1.573, N221 1.488, H231 1.093, H232 1.092
221 N -1.732 -1.898 1.700  C220 1.488, C222 1.516, H233 1.023
222 C -0.641 -0.858 1.862  N221 1.516, C223 1.532, H234 1.090, H235 1.096
223 C -0.075 -0.273 0.563  C222 1.532, O224 1.424, H236 1.099, H237 1.102
224 O 0.683 0.906 0.814  C223 1.424, C225 1.452
225 C 1.435 1.377 -0.336  O224 1.452, H238 1.094, H239 1.099, H240 1.094
226 H -2.818 -2.293 -3.004  C217 1.094
227 H -1.958 -3.772 -2.911  C217 1.099
228 H -1.079 -2.222 -2.579  C217 1.095
229 H -0.130 -2.919 -0.588  C219 1.101
230 H -1.065 -4.446 -0.541  C219 1.097
231 H -0.353 -3.578 1.758  C220 1.093
232 H -2.010 -4.006 1.467  C220 1.092
233 H -2.363 -1.577 0.963  N221 1.023
234 H 0.084 -1.222 2.589  C222 1.090
235 H -1.054 0.044 2.326  C222 1.096
236 H -0.871 0.013 -0.138  C223 1.099
237 H 0.545 -1.020 0.041  C223 1.102
238 H 1.827 2.385 -0.172  C225 1.094
239 H 0.825 1.525 -1.238  C225 1.099
240 H 2.279 0.724 -0.577  C225 1.094
241 O -4.285 -1.683 3.081  H242 0.980, H243 0.966
242 H -3.312 -1.570 3.093  O241 0.980
243 H -4.567 -1.687 4.004  O241 0.966